# C11H25CrOS4Si

A structure of composition C11H25CrOS4Si (wB97M-V/def2-TZVPD, the Open Molecules 2025 dataset).

## Properties
Frontier orbital gap (spin up / spin down)   0.315 / 0.338 Eh
Multiplicity   2
Charge   +2
DFT total energy   -3435.62162 a.u.
Energy above the lowest of the compared OMol25 structures with the same formula, charge and spin   0.000 eV
Expectation value of S²   0.784

Atoms and positions in Å:
Cr  -0.20910  0.38931  0.41029
S  -2.30440  1.50075  0.67678
S  1.65289  -0.02474  -1.01214
S  0.73404  2.57162  0.65520
S  -1.40405  -1.09403  -1.01289
Si  0.91731  -2.24637  2.12284
O  0.24483  -0.78634  1.46514
C  -0.59467  3.53469  -0.13875
C  2.71011  -2.27200  1.68950
C  2.04897  2.60928  -0.60420
C  0.93517  -0.98842  -2.37782
C  -1.88457  3.27388  0.61275
C  -0.54499  -0.72992  -2.57683
C  0.02827  -3.65560  1.32953
C  -3.01056  -0.27678  -1.27090
C  -2.97144  1.21442  -0.99992
C  1.79492  1.63559  -1.74026
C  0.63355  -2.19529  3.93070
H  2.95967  2.35658  -0.05964
H  3.22244  -1.34258  1.94960
H  -3.70057  -0.78539  -0.59695
H  0.88174  1.87811  -2.28525
H  -3.33997  -0.47949  -2.28987
H  -3.97860  1.63139  -1.03137
H  -0.43149  -2.22622  4.16988
H  -0.93813  -1.39064  -3.35041
H  2.15408  3.63229  -0.96437
H  -2.71967  3.81265  0.16609
H  -0.67072  3.24910  -1.18793
H  0.36470  -4.58163  1.80229
H  1.10613  -3.07109  4.38124
H  -1.81104  3.58354  1.65562
H  2.88761  -2.47597  0.63077
H  -1.05374  -3.59176  1.46723
H  1.12124  -2.02925  -2.10630
H  3.18567  -3.07603  2.25601
H  2.62649  1.64685  -2.44568
H  -0.33017  4.59154  -0.09069
H  -2.35789  1.74547  -1.72838
H  1.06308  -1.30623  4.39750
H  0.23191  -3.74859  0.25935
H  -0.74905  0.30044  -2.87060
H  1.50001  -0.78317  -3.28712



# C11H25F5LaNO3P2Te

A structure of composition C11H25F5LaNO3P2Te (wB97M-V/def2-TZVPD, the Open Molecules 2025 dataset).

## Properties
Frontier orbital gap (spin up / spin down)   0.129 / 0.119 Eh
DFT total energy   -2196.23821 a.u.
Energy above the lowest of the compared OMol25 structures with the same formula, charge and spin   0.000 eV

Atoms and positions in Å:
La  0.58984  -1.38546  2.23597
Te  0.52016  -0.59809  5.32281
P  -2.78504  -0.63660  -0.68308
P  1.83778  1.33022  0.81612
F  -1.52042  -0.70492  0.44108
F  1.54212  1.06466  5.69834
F  1.78677  -1.60542  6.34654
F  2.07977  -0.59057  3.89317
F  -0.30579  0.41050  3.28964
O  -1.10893  -3.90480  1.44667
O  0.05622  -2.14400  4.15901
O  -0.31605  -3.49748  -3.90696
N  -0.39770  1.30607  -1.45866
C  -3.32850  -2.32447  -0.66456
C  3.53713  1.09174  0.14166
C  1.29292  2.65271  -0.35392
C  -2.13683  -0.20040  -2.21068
C  2.20635  2.41028  2.25527
C  0.37032  1.91248  -3.99949
C  1.05656  2.45733  -2.90317
C  -3.94629  0.49708  0.02059
C  0.66373  2.11396  -1.62046
C  -0.69369  1.04912  -3.79792
C  -1.10454  0.71099  -2.48670
H  -1.24543  0.60844  -4.62448
H  -4.93668  0.19372  -0.34262
H  -3.95688  0.49913  1.11961
H  4.15181  1.98911  0.32250
H  -4.24269  -2.33226  -1.27312
H  3.98620  0.22116  0.64296
H  2.12342  1.82085  3.17966
H  -0.29965  -4.38123  -4.25631
H  3.00470  -1.65838  1.48714
H  0.60192  -3.37331  -3.62860
H  -2.56015  -2.95430  -1.13681
H  0.56178  3.27389  0.19869
H  -0.74499  -4.63636  0.94324
H  1.47101  3.22819  2.28549
H  -0.64720  1.09258  -0.49994
H  -3.74858  1.51454  -0.34370
H  3.47212  0.88920  -0.93938
H  3.22218  2.82323  2.16797
H  -1.69643  -4.33906  2.08714
H  2.15623  3.27087  -0.63587
H  3.02567  -1.13194  2.02206
H  1.90499  3.11810  -3.03511
H  0.68151  2.16867  -5.00766
H  -2.64244  -0.64906  -3.06957
H  -3.53831  -2.67068  0.35544



# C11H25F6N5O7S2

A cluster of 5 separate species, C11H25F6N5O7S2 in total (wB97M-V/def2-TZVPD, the Open Molecules 2025 dataset).

## Properties
Frontier orbital gap (spin up / spin down)   0.375 / 0.150 Eh
Multiplicity   2
Charge   +1
DFT total energy   -2629.78353 a.u.
Expectation value of S²   0.764

Atoms and positions in Å:
S  -23.74015  -4.95159  23.73487
S  -21.39346  -4.38256  23.15807
F  -19.98595  -4.61684  20.74863
F  -18.74438  -4.47792  22.56887
F  -22.53418  -7.04189  24.96774
F  -24.69963  -6.66922  25.45181
F  -24.18566  -7.56675  23.53679
F  -19.76049  -6.26379  22.24792
O  -24.96321  -4.95718  22.98314
O  -25.88698  -5.65339  20.03657
O  -22.67867  -3.52667  18.66102
O  -21.51573  -2.93719  22.85606
O  -23.62853  -3.97859  24.80483
O  -21.09128  -4.77121  24.52541
O  -22.35704  -7.71390  18.70085
N  -26.89369  -7.31999  19.06411
N  -22.51794  -5.17631  22.54943
N  -23.23613  -5.67797  20.17925
N  -24.60281  -3.70204  17.82784
N  -21.50258  -9.38589  19.86685
C  -23.80412  -6.74370  24.46960
C  -28.21905  -5.93231  20.54831
C  -23.45737  -1.43624  17.91941
C  -25.72177  -7.86946  18.38209
C  -25.87596  -3.37438  17.05215
C  -26.92990  -6.27672  19.80617
C  -22.40236  -9.32948  20.94915
C  -23.56992  -2.94340  18.14389
C  -20.79136  -8.99129  17.52932
C  -21.56893  -8.65572  18.77289
C  -19.89800  -4.93982  22.07904
H  -23.06526  -4.81282  19.68688
H  -20.82607  -10.13524  19.89709
H  -21.24374  -8.41565  16.72180
H  -22.12232  -8.52513  21.62936
H  -19.73692  -8.71623  17.50493
H  -25.37763  -7.27068  17.53881
H  -25.71069  -3.59327  15.99722
H  -29.01150  -5.68195  19.84301
H  -23.94777  -0.99706  18.78816
H  -28.58836  -6.74545  21.17322
H  -22.71413  -6.51676  19.96936
H  -27.74708  -7.85024  18.96088
H  -24.78836  -7.94546  18.93983
H  -25.94120  -8.93492  18.31308
H  -24.51532  -4.69972  17.95854
H  -23.44245  -9.14628  20.67944
H  -22.92240  -5.51495  21.12534
H  -22.28766  -10.26121  21.50307
H  -20.80323  -10.07974  17.47243
H  -27.88322  -5.00224  21.00689
H  -26.71821  -3.96249  17.41664
H  -22.44809  -1.06057  17.75113
H  -24.15096  -1.24042  17.10168
H  -26.25302  -2.35271  17.09819
H  -24.23357  -5.80453  20.27518



# C11H25FO8P

A cluster of 3 separate species, C11H25FO8P in total (wB97M-V/def2-TZVPD, the Open Molecules 2025 dataset).

## Properties
Frontier orbital gap   0.239 Eh
Charge   -1
DFT total energy   -1477.26265 a.u.

Atoms and positions in Å:
P  -1.09472  1.96360  -0.94658
F  2.71853  1.48088  0.26890
O  -4.35870  3.30167  2.93236
O  3.49883  -3.92281  -1.64305
O  -2.73928  1.65944  -0.28536
O  4.99351  -5.28356  -2.65121
O  -4.22347  1.28723  3.94938
O  -1.29774  0.43775  -1.84108
O  -3.21513  3.13663  4.75908
O  5.68014  -3.38085  -1.87829
C  -2.90751  0.28625  -0.09701
C  0.63026  2.19803  -1.70153
C  2.05385  0.45986  -0.46618
C  -5.02587  2.67735  1.81485
C  -4.00480  2.47225  3.89763
C  -2.63766  2.31173  5.77039
C  3.92489  -6.20985  -2.87835
C  5.40310  -2.11412  -1.25863
C  4.61649  -4.17033  -2.01042
C  -2.22847  -0.43438  -1.29010
C  1.55134  0.97993  -1.78886
H  -1.73076  2.63634  -2.04858
H  2.41360  1.17568  -2.43679
H  3.49131  -6.53135  -1.93281
H  -0.99517  3.17921  -0.18499
H  4.37796  -7.04634  -3.40149
H  -5.93558  2.18707  2.15992
H  0.47554  2.56497  -2.71904
H  2.79544  -0.33542  -0.60172
H  -3.41270  1.84067  6.37428
H  -1.74204  -1.35441  -0.92134
H  -3.97719  0.06139  -0.02467
H  1.13016  2.99682  -1.14790
H  -5.24653  3.49238  1.13330
H  -4.35754  1.97743  1.32503
H  0.97421  0.16502  -2.23662
H  -2.95732  -0.74069  -2.05455
H  3.14420  -5.75030  -3.48207
H  6.36557  -1.61678  -1.19603
H  -2.02238  1.53264  5.32238
H  4.97415  -2.25903  -0.26913
H  4.70684  -1.53633  -1.86370
H  -2.43114  -0.04324  0.83911
H  1.23671  0.09724  0.15693
H  -2.03021  2.97985  6.37432
H  -0.58471  1.19045  0.18026



# C11H26B4O12

A structure of composition C11H26B4O12 (wB97M-V/def2-TZVPD, the Open Molecules 2025 dataset).

## Properties
Frontier orbital gap   0.409 Eh
DFT total energy   -1437.42571 a.u.

Atoms and positions in Å:
O  2.80767  2.88673  -3.95706
O  -0.56047  4.20089  0.31000
O  1.93242  0.29284  2.35186
O  -0.65298  -4.45131  -1.00466
O  1.11631  -1.37494  0.10621
O  -0.87674  2.06945  0.98440
O  -2.46104  3.26734  -0.09409
O  3.09669  1.30673  -2.51961
O  1.30681  -3.84612  0.41240
O  1.06108  -2.95870  -1.82075
O  2.89021  3.42412  -1.76613
O  0.92388  -0.69607  4.33122
C  -2.84998  -3.40963  -0.46258
C  -3.31914  2.13073  -0.01321
C  -3.57862  -2.34535  1.74744
C  -1.26048  3.07861  0.45603
C  3.24232  0.88066  -1.16504
C  -2.94232  -2.06478  0.34257
C  1.60721  -2.36665  2.49540
C  2.92874  2.62072  -2.65683
C  0.76139  4.14107  0.84973
C  2.61877  4.26976  -4.25091
C  -1.59292  -4.19054  0.03509
B  1.34546  -2.50886  0.91520
B  1.00103  -1.65808  -1.27126
B  1.48938  -0.86646  3.03168
B  0.54395  -3.78476  -0.77194
H  0.73095  3.96040  1.92410
H  -1.92437  -1.64103  0.41539
H  0.80547  -0.78626  -2.05423
H  2.35041  1.12114  -0.58815
H  1.70067  4.63883  -3.79454
H  -1.18266  -3.61982  0.88976
H  1.22663  5.10698  0.67069
H  3.36956  -0.19899  -1.17231
H  -2.83973  -3.22637  -1.54665
H  -3.56407  -1.32908  -0.19931
H  -1.92028  -5.16468  0.44394
H  0.79302  -2.95842  2.96755
H  -3.73249  -4.01535  -0.19584
H  -3.51763  1.87043  1.02638
H  -2.75608  -2.37884  2.48335
H  -4.14762  -3.28764  1.75718
H  3.47422  4.85527  -3.91540
H  -4.28730  -1.55067  2.03782
H  4.12529  1.33025  -0.71211
H  -2.88074  1.28449  -0.54196
H  0.27160  0.00172  4.23612
H  2.54191  -2.88432  2.78024
H  1.34909  3.37245  0.34807
H  -4.25984  2.39296  -0.49159
H  1.16137  0.69794  1.94748
H  2.53399  4.36115  -5.33115